The following is a DFT calculation (ωB97M-V with the def2-TZVPD basis set) of 2 unconnected molecules or ions with the total composition C4H14NOS in a non-equilibrium geometry.

Positions of all 21 atoms, in Å:
1 C 2.4790 0.6047 -0.2939
2 C 0.9717 0.4559 -0.4789
3 C 0.0550 1.4575 0.2940
4 C -1.5025 1.2873 0.0445
5 S -2.2864 -0.0277 -0.9722
6 N 0.5853 -1.0810 -0.3389
7 H 2.6826 0.0843 0.6379
8 H 2.9018 0.3340 -1.2953
9 H 3.0835 1.5430 -0.0849
10 H 0.9060 0.7430 -1.5042
11 H 0.0304 2.4757 -0.0877
12 H 0.3081 1.6179 1.4496
13 H -1.9109 1.3378 1.0730
14 H -2.0243 2.1696 -0.3046
15 H -2.1277 0.5963 -2.0624
16 H 1.0185 -1.3871 0.5339
17 H -0.4626 -1.0226 -0.1416
18 H 0.6257 -1.9536 -0.9005
19 H 1.7540 -2.8481 2.8095
20 H 1.1091 -1.5105 2.7731
21 O 1.5714 -2.1252 2.2047

The molar mass comes out at 124.229 g/mol. Its charge is +1. The LUMO energy comes out at -3.06 eV. For the HOMO energy, the calculation gives -0.490 hartree. The orbital gap comes out at 0.378 Ha.

Here are the Mulliken charges for atoms 1 to 8, given in e: C -1.15; C 0.22; C -0.49; C -0.99; S -0.18; N -0.11; H 0.34; H 0.32

***

The following is a DFT calculation (ωB97M-V with the def2-TZVPD basis set) of a gas-phase ion, C17H31N2O (charge +1).

Positions of all 51 atoms, in Å:
1 C -2.5724 2.7954 -3.0450
2 C -1.6642 3.0908 -1.8374
3 C -0.2301 3.3306 -2.2202
4 N -0.0002 4.4704 -2.8775
5 N 1.1434 4.9428 -3.3161
6 C 2.1861 4.1886 -3.0558
7 C 2.0875 2.9568 -2.3912
8 C 0.8716 2.4929 -1.9594
9 C 0.7332 1.1683 -1.2651
10 C 1.5375 0.0365 -1.9206
11 C 1.1928 -1.3136 -1.2918
12 C -0.1660 -1.8728 -1.7304
13 C -0.7467 -2.8610 -0.7202
14 C -1.4469 -2.1571 0.4420
15 C -1.7283 -3.0704 1.6367
16 C -0.5265 -3.2342 2.5717
17 C -0.0799 -1.9227 3.2333
18 C 0.4065 -2.1239 4.6643
19 O 0.5265 -0.9219 5.3972
20 C 1.5801 -0.0949 4.9606
21 H -3.6097 3.0099 -2.7874
22 H -2.3126 3.3988 -3.9174
23 H -2.5112 1.7437 -3.3289
24 H -2.0186 3.9756 -1.2987
25 H -1.7083 2.2656 -1.1288
26 H -0.7859 5.0808 -3.0810
27 H 3.1388 4.5774 -3.3964
28 H 2.9909 2.3861 -2.2116
29 H 1.0474 1.2866 -0.2208
30 H -0.3186 0.8771 -1.2507
31 H 2.6083 0.2347 -1.8163
32 H 1.3190 0.0112 -2.9953
33 H 1.9689 -2.0356 -1.5604
34 H 1.2235 -1.2200 -0.1983
35 H -0.8930 -1.0585 -1.8672
36 H -0.0518 -2.3415 -2.7123
37 H 0.0685 -3.4834 -0.3268
38 H -1.4483 -3.5432 -1.2088
39 H -2.3779 -1.7092 0.0736
40 H -0.8190 -1.3180 0.7759
41 H -2.5784 -2.6929 2.2144
42 H -2.0259 -4.0578 1.2642
43 H 0.3088 -3.6663 2.0082
44 H -0.7832 -3.9649 3.3452
45 H -0.9095 -1.2044 3.2573
46 H 0.7221 -1.4687 2.6394
47 H -0.3161 -2.7333 5.2139
48 H 1.3722 -2.6525 4.6659
49 H 2.5066 -0.6706 4.8261
50 H 1.3417 0.4140 4.0173
51 H 1.7473 0.6588 5.7308

The molar mass comes out at 279.448 g/mol. Its charge is +1. The LUMO energy comes out at -4.72 eV. The SMILES is CCc1[nH+]nccc1CCCCCCCCCCOC. For the HOMO energy, the calculation gives -0.422 hartree. The orbital gap comes out at 0.248 Ha.

Here are the Mulliken charges for atoms 1 to 8, given in e: C -0.93; C -0.96; C 0.20; N 0.54; N -1.04; C -0.42; C -0.35; C 0.83

***

The following is a DFT calculation (ωB97M-V with the def2-TZVPD basis set) of a molecular structure, C17H22F6INO2 in a non-equilibrium geometry.

Positions of all 49 atoms, in Å:
1 C 4.6712 -2.9143 1.2947
2 C 3.7114 -2.3433 0.2986
3 O 3.9172 -1.2965 -0.2313
4 O 2.6315 -3.1074 0.0561
5 C 1.4646 -2.3606 -0.3085
6 C 0.8495 -1.6106 0.8703
7 C 1.2404 -0.0977 0.9147
8 C 0.0964 0.8128 1.3385
9 N -0.4976 1.7430 0.2965
10 C 0.1556 3.1112 0.2749
11 C 1.3064 3.3790 -0.7667
12 C 0.7476 3.7880 -2.1414
13 F 2.2577 2.3973 -0.9420
14 C -0.8636 1.1097 -1.0021
15 F 0.1797 0.7954 -1.7510
16 F -1.6145 2.0338 -1.6461
17 C -1.7518 -0.1096 -0.8458
18 C -1.4641 -1.2886 -1.5166
19 C -2.3198 -2.3657 -1.3793
20 C -3.4579 -2.3039 -0.5986
21 C -3.7423 -1.1331 0.0893
22 C -4.9413 -0.9947 0.9870
23 F -5.2865 0.2959 1.1188
24 F -4.7117 -1.4573 2.2144
25 F -5.9964 -1.6234 0.4674
26 C -2.8896 -0.0576 -0.0572
27 H 5.3293 -3.6396 0.8202
28 H 5.2824 -2.1317 1.7212
29 H 4.1239 -3.4560 2.0610
30 H 0.7720 -3.0924 -0.7149
31 H 1.6910 -1.6891 -1.1340
32 H 1.2705 -2.0816 1.7576
33 H -0.2255 -1.7570 0.9372
34 H 1.7348 0.1467 -0.0172
35 H 2.0061 -0.0264 1.6793
36 H 0.4129 1.4183 2.1790
37 H -0.7189 0.2010 1.7209
38 H -1.4127 1.9508 0.6911
39 H -0.6265 3.8500 0.0803
40 H 0.5568 3.3697 1.4183
41 H 1.8840 4.2785 -0.4114
42 H -0.1719 4.3358 -1.9631
43 H 0.5214 2.9372 -2.7801
44 H 1.4868 4.3876 -2.6598
45 H -0.5937 -1.3657 -2.1446
46 H -2.1150 -3.2823 -1.9098
47 H -4.1274 -3.1459 -0.5204
48 H -3.1109 0.8627 0.4666
49 I 2.3389 3.5274 1.6877

The molar mass comes out at 513.260 g/mol. The LUMO energy comes out at -0.39 eV. For the HOMO energy, the calculation gives -0.228 hartree. The orbital gap comes out at 0.214 Ha.

Here are the Mulliken charges for atoms 1 to 8, given in e: C -1.15; C 0.73; O -0.50; O -0.46; C -0.67; C -0.78; C -0.66; C -1.47

***

The following is a DFT calculation (ωB97M-V with the def2-TZVPD basis set) of a molecular structure, C3H10N2S in a non-equilibrium geometry.

Positions of all 16 atoms, in Å:
1 C -0.3144 0.2538 1.1240
2 C 0.4805 1.4291 0.3726
3 S -0.2001 2.0658 -1.1298
4 N -0.6995 -0.9515 0.4022
5 C 0.5775 -1.4679 -0.0630
6 N 0.6543 -2.9434 -0.1592
7 H 0.5113 0.0844 1.8662
8 H -1.2872 0.6342 1.5533
9 H -0.6299 -1.8882 3.4053
10 H 0.4693 2.2015 1.0354
11 H -1.3608 1.3285 -1.4399
12 H -0.9514 -1.2105 3.2208
13 H -0.1054 -0.7371 -0.8029
14 H 1.4933 -0.9669 0.1148
15 H -0.3032 -3.2668 -0.2098
16 H 1.2210 -3.2589 -0.9686

The molar mass comes out at 106.194 g/mol. The LUMO energy comes out at -1.56 eV. For the HOMO energy, the calculation gives -0.232 hartree. The orbital gap comes out at 0.175 Ha.

Here are the Mulliken charges for atoms 1 to 8, given in e: C -0.61; C -0.54; S -0.25; N -0.40; C 0.00; N -0.54; H 0.36; H 0.37